# 1
# C4H3N3O

2 unconnected molecules or ions with the total composition C4H3N3O in a non-equilibrium geometry (the ωB97M-V functional and the def2-TZVPD basis, the Open Molecules 2025 dataset).

Geometry (Å):
O 2.189 1.884 0.113
N 2.889 -1.997 0.153
N -1.581 -0.264 -0.663
N -0.306 -0.671 -0.568
C 1.096 1.408 -0.257
C -2.394 -0.350 0.441
C 0.883 -0.201 -0.391
C 2.015 -1.239 -0.283
H -1.586 -0.408 1.687
H 0.269 1.930 -0.669
H -3.473 -0.090 0.436

Values from the calculation:
HOMO-LUMO gap = 8.760 eV
Energy relative to the best compared isomer or geometry (same formula, charge and spin) = 129.7 kcal/mol
Highest occupied orbital energy = -9.925 eV
Total energy = -10708.0268 eV
Multiplicity = 1

---

# 2
# C2H4N4

A molecular structure, C2H4N4 (the ωB97M-V functional and the def2-TZVPD basis, the Open Molecules 2025 dataset).

Geometry (Å):
N 1.373 -1.035 1.004
N 0.820 0.149 1.173
N -0.846 1.501 0.156
N 0.975 -1.606 -0.121
C -0.026 -0.724 -0.677
C -0.055 0.377 0.181
H -0.385 -0.876 -1.686
H -0.509 2.233 0.766
H -0.226 -1.850 -0.039
H -1.121 1.832 -0.757

Values from the calculation:
HOMO-LUMO gap = 9.914 eV
Energy relative to the best compared isomer or geometry (same formula, charge and spin) = 74.5 kcal/mol
Highest occupied orbital energy = -9.190 eV
Total energy = -8096.0837 eV
Multiplicity = 1

---

# 3
# C37H56BrN5O11P

4 unconnected molecules or ions with the total composition C37H56BrN5O11P in a non-equilibrium geometry (the ωB97M-V functional and the def2-TZVPD basis, the Open Molecules 2025 dataset).

Geometry (Å):
Br -2.884 5.041 -1.934
P -2.744 2.808 -2.416
O -1.057 -7.207 4.930
O -9.240 1.394 2.288
O 11.758 0.243 -3.043
O 0.223 -6.552 3.179
O 11.100 2.006 -4.109
O 9.854 1.268 -2.366
O -9.731 0.646 4.257
O -7.694 0.156 3.390
O -6.769 3.375 0.353
O 0.824 -8.302 4.305
O -1.989 2.812 -3.903
N 1.697 -0.022 -6.862
N 0.065 0.828 0.933
N 0.160 0.652 -8.468
N -0.360 -1.410 -7.415
N -0.995 1.546 1.191
C 3.038 0.795 1.487
C -0.100 -7.342 4.212
C -1.670 2.017 -1.099
C 10.808 1.181 -3.099
C 1.393 0.120 -5.396
C -4.054 -0.934 3.656
C -3.844 -3.266 4.955
C -1.226 -0.504 4.022
C -1.832 -1.697 4.574
C 1.003 1.881 -3.436
C -3.168 2.935 0.850
C 11.576 -0.716 -2.001
C -3.411 0.264 3.112
C 0.606 -9.226 5.372
C -0.059 0.857 -2.892
C -8.781 0.680 3.319
C -9.376 -0.091 5.428
C 4.270 1.443 1.967
C -8.314 1.512 1.203
C 6.503 1.583 -1.322
C 1.516 1.607 -4.904
C -3.283 -1.936 4.370
C -0.477 1.185 -1.415
C -5.483 3.493 -0.299
C 5.332 1.346 -0.315
C -1.987 0.508 3.255
C 0.383 0.618 -0.351
C 2.948 0.442 0.080
C -1.912 2.146 0.388
C 10.163 3.067 -4.290
C -1.195 1.717 2.681
C 0.464 -0.252 -7.612
C 5.412 1.720 1.096
C -4.532 2.339 0.252
C 1.688 -0.228 -0.598
C 4.114 0.711 -0.786
C -0.686 -5.477 2.964
H -0.841 -1.703 -8.261
H 0.424 -0.162 -2.907
H -0.133 -0.334 4.160
H -10.220 -0.048 6.113
H 0.639 2.951 -3.412
H -4.323 -3.145 5.964
H 12.404 -1.421 -2.055
H 9.174 2.672 -4.522
H 1.491 -1.213 -0.094
H 2.146 -0.485 -4.808
H -8.509 0.357 5.916
H -3.073 4.037 0.633
H -0.721 0.401 -8.938
H -9.181 -1.135 5.181
H -0.959 0.731 -3.557
H 7.373 0.970 -0.968
H 1.415 -9.954 5.348
H 6.235 1.220 -2.344
H -5.144 1.819 1.032
H -0.329 -4.906 2.108
H -0.715 -4.817 3.832
H -4.347 1.591 -0.561
H -7.220 4.240 0.323
H 6.342 2.226 1.446
H -8.081 0.527 0.792
H 2.299 -0.848 -6.952
H -3.338 2.895 1.963
H -7.416 2.014 1.525
H -5.662 3.421 -1.403
H 3.997 0.423 -1.865
H 10.126 3.703 -3.405
H 2.619 1.849 -4.909
H 0.130 -2.174 -6.952
H -5.067 4.496 0.001
H -4.046 1.001 2.576
H -5.145 -1.091 3.498
H 1.068 2.278 -5.686
H -4.504 -3.798 4.221
H 10.643 -1.264 -2.142
H 6.769 2.668 -1.281
H -0.340 -9.752 5.238
H -1.174 -2.394 5.138
H -1.683 -5.856 2.734
H -1.607 2.718 2.941
H -1.177 3.363 -3.870
H 11.595 -0.232 -1.024
H -0.185 1.683 3.179
H 4.396 1.769 3.032
H 2.196 0.611 2.190
H -2.964 -3.953 5.120
H -8.786 2.107 0.425
H 1.945 -0.315 -1.676
H 10.504 3.666 -5.133
H 0.629 -8.714 6.335
H 0.385 -0.345 -5.235
H 1.896 1.874 -2.744

Values from the calculation:
HOMO-LUMO gap = 6.920 eV
Charge = +1
Highest occupied orbital energy = -11.093 eV
Total energy = -148571.9292 eV
Multiplicity = 1

---

# 4
# C9H18AgN5O7SSeTe

A molecular structure, C9H18AgN5O7SSeTe in a non-equilibrium geometry (the ωB97M-V functional and the def2-TZVPD basis, the Open Molecules 2025 dataset).

Geometry (Å):
Te -2.135 2.141 -0.493
Ag -0.583 -0.109 0.354
Se -2.615 -1.157 -1.594
S 1.690 2.513 -1.394
O 2.051 3.799 -0.704
O -3.497 -2.488 -1.950
O 1.689 0.507 2.432
O -2.810 -0.034 -2.729
O -3.069 -0.583 -0.118
O -0.710 -2.400 1.621
O -1.044 -1.653 -1.490
N 3.528 0.648 1.109
N 1.694 -1.976 -1.399
N 0.475 1.770 -1.019
N -2.685 -3.318 0.960
N 1.681 -0.747 0.530
C -1.330 -3.242 0.980
C 4.124 0.350 -0.065
C -0.627 -4.382 0.265
C 2.226 0.160 1.394
C 4.043 1.736 1.931
C 2.296 -1.062 -0.595
C -4.245 2.505 -0.042
C 3.578 -0.535 -0.927
C -1.707 4.189 0.111
H -4.671 3.299 -0.658
H 0.448 -4.281 0.396
H -4.371 2.762 1.011
H -0.977 -5.341 0.652
H 3.602 1.650 2.919
H -4.762 1.569 -0.246
H -3.112 -2.409 1.129
H 3.746 2.689 1.488
H -2.188 4.888 -0.574
H 1.981 -1.928 -2.364
H 5.131 1.671 1.990
H 0.669 -1.960 -1.303
H -0.628 4.331 0.071
H 4.060 -0.795 -1.858
H -2.061 4.387 1.124
H -0.879 -4.311 -0.795
H 5.067 0.847 -0.252
H -3.076 -3.699 0.100

Values from the calculation:
HOMO-LUMO gap = 5.711 eV
Charge = -2
Energy relative to the best compared isomer or geometry (same formula, charge and spin) = 13.5 kcal/mol
Highest occupied orbital energy = -1.075 eV
Total energy = -118881.1224 eV
Multiplicity = 1

---

# 5
# C13H30Cl2CuN3O4Pd

A molecular structure, C13H30Cl2CuN3O4Pd in a non-equilibrium geometry (the ωB97M-V functional and the def2-TZVPD basis, the Open Molecules 2025 dataset).

Geometry (Å):
Pd -3.025 2.543 0.471
Cu -0.301 2.487 -2.301
Cl -0.071 -3.455 -2.320
Cl -2.845 -2.023 -1.293
O 1.711 2.880 -1.688
O -1.056 1.749 -0.409
O 4.024 -0.388 -2.761
O -3.903 0.854 1.348
N 2.877 4.470 -0.550
N 3.895 -1.802 -1.038
N -4.684 -0.850 2.591
C 5.350 -1.801 -0.832
C -2.777 -3.697 -1.905
C -4.491 -0.249 1.447
C 3.331 -1.098 -1.966
C 2.754 3.536 -1.472
C -4.548 -0.207 3.899
C 3.150 -2.760 -0.229
C -1.711 -3.815 -2.975
C -5.444 -2.100 2.607
C 1.794 4.854 0.340
C 4.062 5.315 -0.437
C -0.708 -0.399 0.688
C -0.236 1.052 0.450
H -5.486 -2.558 1.625
H 0.912 4.259 0.125
H -4.909 -0.780 0.590
H 3.819 6.351 -0.654
H 0.711 0.862 -0.084
H 5.772 -0.900 -1.292
H -4.079 0.768 3.849
H -6.438 -1.962 3.032
H -3.929 -0.872 4.501
H -2.534 -4.357 -1.077
H -0.652 -1.011 -0.208
H 5.862 -2.652 -1.275
H -1.734 -0.414 1.051
H -1.653 -4.854 -3.296
H -3.735 -3.992 -2.327
H 4.541 5.189 0.533
H 3.184 -2.546 0.839
H 2.093 -2.736 -0.505
H 4.829 4.982 -1.141
H 1.587 5.921 0.279
H 0.005 1.621 1.349
H 2.098 4.675 1.375
H -1.872 -3.196 -3.852
H 3.706 3.409 -1.997
H 2.239 -1.113 -2.000
H -4.941 -2.799 3.280
H -5.542 -0.141 4.336
H 3.538 -3.760 -0.413
H 5.532 -1.666 0.232
H -0.071 -0.825 1.463

Values from the calculation:
HOMO-LUMO gap (spin up / spin down) = 8.026 / 4.561 eV
Charge = +3
Energy relative to the best compared isomer or geometry (same formula, charge and spin) = 0.0 kcal/mol
Highest occupied orbital energy (spin up / spin down) = -17.284 / -17.242 eV
Total energy = -99760.8428 eV
Multiplicity = 4

---

# 6
# C5H4N2

A single C5H4N2 molecule in a non-equilibrium geometry (the ωB97M-V functional and the def2-TZVPD basis, the Open Molecules 2025 dataset).

Geometry (Å):
N 0.889 -0.432 -1.340
N 0.165 -1.444 -0.988
C -0.773 1.061 1.427
C -0.049 0.380 0.463
C 0.817 0.700 -0.585
C -1.321 1.833 2.255
C -0.477 -0.987 0.205
H 1.304 1.623 -0.855
H -1.554 -0.440 0.606
H 1.491 -0.534 -2.160
H -0.493 -1.761 0.970

Values from the calculation:
HOMO-LUMO gap (spin up / spin down) = 7.062 / 7.056 eV
Energy relative to the best compared isomer or geometry (same formula, charge and spin) = 166.4 kcal/mol
Highest occupied orbital energy (spin up / spin down) = -8.568 / -8.566 eV
Total energy = -8222.2768 eV
Multiplicity = 1